# C24H34IrN3O5P

C24H34IrN3O5P as an isolated structure (wB97M-V/def2-TZVPD, OMol25).

Geometry (Å):
Ir: 0.17 0.42 0.33
C: 1.47 3.14 0.04
N: 0.68 2.44 1.08
C: 1.49 2.46 2.36
C: 2.05 1.12 2.79
C: 2.86 0.43 1.69
N: 1.96 -0.43 0.91
C: 2.16 -1.70 0.97
C: 1.38 -2.74 0.36
C: 1.92 -4.04 0.38
C: 1.28 -5.09 -0.23
C: 0.07 -4.85 -0.88
C: -0.50 -3.60 -0.90
C: 0.14 -2.52 -0.27
O: -0.50 -1.37 -0.29
C: -0.56 3.23 1.34
C: -1.41 3.59 0.13
C: -1.95 2.38 -0.67
N: -1.75 1.16 0.09
C: -2.78 0.46 0.43
C: -2.76 -0.65 1.33
C: -3.91 -1.46 1.43
C: -3.97 -2.51 2.31
C: -2.87 -2.75 3.14
C: -1.74 -1.97 3.08
C: -1.65 -0.89 2.18
O: -0.57 -0.13 2.20
H: 1.67 4.18 0.33
H: 0.92 3.14 -0.90
H: 2.42 2.63 -0.12
H: 0.87 2.87 3.15
H: 2.31 3.17 2.19
H: 1.23 0.46 3.07
H: 2.66 1.26 3.68
H: 3.68 -0.16 2.10
H: 3.30 1.16 1.00
H: 3.04 -2.03 1.52
H: 2.87 -4.19 0.88
H: 1.71 -6.08 -0.20
H: -0.44 -5.67 -1.37
H: -1.44 -3.41 -1.39
H: -0.27 4.16 1.84
H: -1.15 2.64 2.05
H: -0.86 4.25 -0.54
H: -2.24 4.18 0.52
H: -1.42 2.30 -1.62
H: -3.01 2.52 -0.89
H: -3.75 0.78 0.06
H: -4.75 -1.24 0.78
H: -4.85 -3.13 2.37
H: -2.90 -3.57 3.84
H: -0.89 -2.15 3.73
C: 2.09 2.24 -3.03
O: 0.79 1.68 -2.90
P: 0.48 0.40 -1.95
O: 1.63 -0.64 -2.28
C: 1.77 -1.25 -3.58
O: -0.78 -0.17 -2.72
C: -1.83 0.53 -3.38
H: 2.20 2.57 -4.07
H: 2.86 1.51 -2.80
H: 2.20 3.11 -2.38
H: 2.61 -1.93 -3.50
H: 1.96 -0.49 -4.33
H: 0.87 -1.80 -3.83
H: -2.60 0.81 -2.66
H: -2.26 -0.16 -4.10
H: -1.45 1.41 -3.90

Values from the calculation:
Total charge: +1
Relative energy (zero: lowest compared OMol25 entry of this formula, charge and spin) in kJ/mol: 68.3
E in eV: -52273.04584
F_max in eV Å⁻¹: 1.0

***

# C3H3NOS2

One molecule with the formula C3H3NOS2 (wB97M-V/def2-TZVPD, OMol25).

Geometry (Å):
C: -0.44 -0.68 -1.08
C: -2.12 1.01 -0.50
C: 1.57 0.05 0.82
N: -1.11 0.40 -0.61
O: -2.95 1.79 -0.27
S: 1.15 -1.00 -0.62
S: 1.46 -1.33 1.85
H: -1.12 -1.48 -1.28
H: 2.59 0.26 0.69
H: 0.96 0.99 0.99

Values from the calculation:
Total charge: 0
Relative energy (zero: lowest compared OMol25 entry of this formula, charge and spin) in kJ/mol: 289.5
E in eV: -28364.83306
F_max in eV Å⁻¹: 1.8

***

# C3H4N2O

One molecule with the formula C3H4N2O (wB97M-V/def2-TZVPD, OMol25).

Geometry (Å):
O: 1.47 0.19 -0.84
C: 0.58 -0.23 1.03
C: -0.55 -0.95 0.66
N: -1.26 -0.25 -0.30
N: -0.77 0.84 -0.72
C: 0.52 0.88 0.00
H: 2.25 0.08 -0.27
H: -0.92 -1.92 0.96
H: -2.15 -0.55 -0.69
H: 0.82 1.92 0.17

Values from the calculation:
Total charge: 0
Relative energy (zero: lowest compared OMol25 entry of this formula, charge and spin) in kJ/mol: 532.2
E in eV: -8198.36957
F_max in eV Å⁻¹: 1.1